Record 1
Computed, not measured: a 9-piece molecular cluster, H18O9 overall, with wB97M-V/def2-TZVPD.

Atoms and positions in Å:
O (-3.2522, 3.3012, -0.0555)
H (-2.3151, 3.0430, -0.0562)
H (-3.7266, 2.6026, 0.4027)
O (-0.7577, -2.9153, 0.1535)
H (-0.6594, -3.1377, -0.7812)
H (-0.5090, -1.9908, 0.2582)
O (2.2792, -0.6100, -2.5720)
H (2.2614, 0.3499, -2.6506)
H (2.7938, -0.9087, -3.3307)
O (-3.2607, 0.7707, 1.3745)
H (-2.4375, 0.5166, 1.7959)
H (-3.2233, 0.3722, 0.4987)
O (0.4256, -2.9232, -2.4530)
H (0.8178, -2.0446, -2.5551)
H (0.4677, -3.2948, -3.3394)
O (-0.0417, -0.1287, 0.7463)
H (-0.4200, 0.7260, 0.4892)
H (0.8604, -0.1219, 0.4055)
O (-0.4890, 2.6595, 0.4893)
H (-0.5300, 3.4579, 1.0290)
H (0.2380, 2.8118, -0.1243)
O (3.2347, -1.1568, 0.0112)
H (3.0194, -1.0299, -0.9239)
H (3.5964, -2.0446, 0.0742)
O (0.3837, 0.5185, 4.0607)
H (0.4278, -0.1240, 3.3435)
H (0.8164, 1.3010, 3.7093)

Output
Frontier orbital gap (eV): 9.528
SMILES string: O.O.O.O.O.O.O.O.O
E_HOMO (eV): -10.210
Total charge: 0
Multiplicity: 1

Record 2
Computed, not measured: a 9-piece molecular cluster, H18O9 overall, with wB97M-V/def2-TZVPD.

Atoms and positions in Å:
O (-1.7759, -0.0141, 1.2830)
H (-2.1929, 0.6899, 0.8020)
H (-0.8079, -0.0331, 1.1270)
O (2.2221, 1.3339, 1.9530)
H (3.1761, 1.1849, 1.9130)
H (1.9331, 0.9429, 2.7780)
O (1.9871, 2.8019, -0.8610)
H (1.2801, 2.7729, -0.2310)
H (2.7791, 2.8079, -0.3810)
O (0.3731, -3.1481, 0.5570)
H (-0.1169, -3.3271, 1.3540)
H (0.3561, -2.1931, 0.5270)
O (-2.3629, -2.3181, -0.4470)
H (-1.9479, -1.6961, 0.1650)
H (-2.2219, -3.2301, -0.2030)
O (-0.7029, 0.4489, -2.1130)
H (-0.9359, -0.3861, -2.5380)
H (-0.4119, 1.1219, -2.7260)
O (0.6771, -0.3001, 0.5020)
H (1.3031, 0.3119, 0.9620)
H (0.4901, 0.1399, -0.3110)
O (-0.5089, -2.1061, -2.5650)
H (-1.1169, -2.2431, -1.8390)
H (0.3321, -2.2121, -2.0960)
O (-0.2969, 2.7899, 0.6150)
H (-1.1549, 2.5729, 0.3130)
H (-0.3559, 3.2889, 1.4590)

Output
Frontier orbital gap (eV): 10.660
SMILES string: O.O.O.O.O.O.O.O.O
E_HOMO (eV): -10.761
Total charge: 0
Multiplicity: 1

Record 3
Computed, not measured: a 9-piece molecular cluster, H18O9 overall, with wB97M-V/def2-TZVPD.

Atoms and positions in Å:
H (-0.1739, -1.0819, -0.0103)
H (0.6005, 0.0385, 0.5981)
H (4.8465, -1.7808, 1.0875)
H (5.7317, -0.5691, 1.7654)
H (-1.2353, 3.3038, 1.0143)
H (0.0779, 2.9795, 0.5742)
H (-4.3061, -0.6234, -1.4345)
H (-5.5810, -1.4053, -2.0525)
H (-1.9757, -2.9930, 3.0453)
H (-1.7250, -4.2002, 2.1542)
H (-2.1117, 0.4994, -1.0260)
H (-2.8819, 0.7642, -2.2885)
H (1.0769, -1.5112, -1.8407)
H (1.4224, -2.5756, -0.8292)
H (1.1102, 2.4041, 1.7567)
H (2.1057, 1.2232, 1.9052)
H (1.7243, 1.8239, -2.4913)
H (1.3615, 1.9813, -1.0007)
O (0.5227, -0.4936, -0.2470)
O (4.8361, -0.8946, 1.5620)
O (-0.6996, 3.5408, 0.3192)
O (-5.2814, -0.5624, -1.7427)
O (-1.3464, -3.4513, 2.4640)
O (-2.2209, 1.1802, -1.7731)
O (0.6591, -2.0935, -1.1176)
O (1.8953, 2.0451, 1.4172)
O (1.5680, 2.4516, -1.8091)

Output
Frontier orbital gap (eV): 9.119
SMILES string: O.O.O.O.O.O.O.O.O
E_HOMO (eV): -9.139
Total charge: 0
Multiplicity: 1

Record 4
Computed, not measured: a 9-piece molecular cluster, H18O9 overall, with wB97M-V/def2-TZVPD.

Atoms and positions in Å:
O (2.6210, -1.8596, -0.8546)
H (1.7750, -2.3972, -0.8102)
H (2.5387, -1.5237, -1.7238)
O (-2.6398, 2.0578, -0.5300)
H (-2.4377, 1.2640, -0.9778)
H (-1.8217, 2.5273, -0.3942)
O (1.3054, 2.6825, -1.0801)
H (0.9135, 3.2748, -1.6337)
H (0.8570, 2.4286, -0.1557)
O (-0.0593, -3.4010, -0.9935)
H (-0.2596, -4.0822, -0.3706)
H (-0.3875, -2.5679, -0.6814)
O (-0.3767, -0.4751, 0.2191)
H (-0.3014, 0.1376, -0.4769)
H (0.4405, -0.4269, 0.7983)
O (0.3881, 2.6318, 1.4289)
H (0.5167, 3.5480, 1.5385)
H (0.9156, 1.9825, 1.9654)
O (-2.4752, -1.4002, 1.9866)
H (-1.9208, -1.8654, 2.4947)
H (-2.0708, -1.1203, 1.2714)
O (1.2412, -0.0635, 2.2849)
H (2.1679, -0.1476, 2.5328)
H (0.6405, -0.6372, 2.9697)
O (-0.6657, 0.0164, -2.7340)
H (-1.0625, -0.6778, -3.1329)
H (0.1577, 0.0941, -2.9408)

Output
Frontier orbital gap (eV): 10.662
SMILES string: O.O.O.O.O.O.O.O.O
E_HOMO (eV): -10.867
Total charge: 0
Multiplicity: 1

Record 5
Computed, not measured: a 9-piece molecular cluster, H18O9 overall, with wB97M-V/def2-TZVPD.

Atoms and positions in Å:
O (-31.6260, -12.0680, -1.4330)
H (-31.8670, -11.2750, -1.9250)
H (-31.7000, -12.7160, -2.1430)
O (-31.2290, -14.0020, -3.5810)
H (-30.4860, -13.5700, -3.9800)
H (-31.2840, -14.9080, -3.8060)
O (-32.0040, -9.6770, -2.2410)
H (-31.0890, -9.6890, -2.4500)
H (-32.4410, -9.4880, -3.0540)
O (-31.9930, -12.6620, -5.8120)
H (-31.4990, -13.3080, -6.2460)
H (-32.0860, -12.9290, -4.8840)
O (-32.8950, -7.9980, -0.2650)
H (-32.4020, -8.3310, 0.4790)
H (-32.7410, -8.6960, -0.9210)
O (-29.0500, -12.5370, -1.1380)
H (-28.9480, -13.2650, -1.7620)
H (-29.9620, -12.2830, -1.1840)
O (-31.7270, -10.6070, 0.8980)
H (-31.6910, -11.1690, 1.6660)
H (-31.8280, -11.1860, 0.1110)
O (-29.7270, -8.8040, -0.0200)
H (-29.9080, -8.1600, -0.6720)
H (-30.4670, -9.4630, -0.0380)
O (-30.6580, -14.9260, 0.0970)
H (-29.8470, -14.4340, -0.0570)
H (-31.3520, -14.2900, 0.0040)

Output
Frontier orbital gap (eV): 10.143
SMILES string: O.O.O.O.O.O.O.O.O
E_HOMO (eV): -10.621
Total charge: 0
Multiplicity: 1

Record 6
Computed, not measured: a 9-piece molecular cluster, H18O9 overall, with wB97M-V/def2-TZVPD.

Atoms and positions in Å:
H (1.3474, 0.3207, -0.4256)
H (0.6686, 1.2133, 0.6003)
H (-1.5062, -1.4416, -3.1117)
H (-0.3451, -0.8082, -3.8604)
H (1.5956, -1.0387, 2.0719)
H (2.4283, -2.2952, 2.2664)
H (-3.1345, 0.0798, -1.0657)
H (-3.7919, -1.1197, -0.4031)
H (-0.9029, -3.0967, 2.0316)
H (-1.3284, -4.5137, 1.6838)
H (2.2885, 2.9656, 1.7465)
H (2.1509, 4.4256, 1.3471)
H (2.6249, 1.6852, -2.3583)
H (2.7498, 1.1842, -0.9288)
H (-0.0266, -1.8072, -1.1011)
H (-0.3729, -0.3348, -1.2498)
H (-1.3057, 2.5540, 0.3427)
H (-2.5998, 1.9664, 0.8813)
O (0.6367, 0.3259, 0.2255)
O (-0.5854, -1.1782, -3.0035)
O (2.3708, -1.3721, 2.5375)
O (-2.9289, -0.7352, -0.5939)
O (-1.5393, -3.7796, 2.2716)
O (2.2353, 3.8533, 2.1181)
O (2.0965, 1.4108, -1.6003)
O (-0.5621, -1.1090, -0.7078)
O (-2.2635, 2.6451, 0.2853)

Output
Frontier orbital gap (eV): 8.715
SMILES string: O.O.O.O.O.O.O.O.O
E_HOMO (eV): -8.824
Total charge: 0
Multiplicity: 1

Record 7
Computed, not measured: a 9-piece molecular cluster, H18O9 overall, with wB97M-V/def2-TZVPD.

Atoms and positions in Å:
O (-0.4110, -3.4611, -1.2601)
H (0.1069, -3.8833, -0.5635)
H (-1.2007, -4.0102, -1.1893)
O (0.5132, 1.2440, 2.7304)
H (-0.0862, 1.9823, 2.6703)
H (1.4223, 1.2829, 2.4400)
O (-0.8339, -0.8460, 2.8740)
H (-1.5101, -0.1779, 2.9912)
H (0.0438, -0.3695, 2.9118)
O (-1.4634, -0.6348, -0.3466)
H (-0.8164, -1.0055, 0.2705)
H (-0.9172, -0.5141, -1.1362)
O (-0.7891, 3.7446, -0.9850)
H (-0.6996, 3.9040, -1.9253)
H (-0.5102, 4.4713, -0.4287)
O (-4.0799, -2.3150, 0.9309)
H (-3.3257, -2.2258, 1.5387)
H (-3.6070, -1.8845, 0.2015)
O (3.9536, -1.1161, 0.2220)
H (4.4727, -1.6599, -0.3666)
H (3.3186, -0.4675, -0.0597)
O (1.9500, 2.4214, -0.7369)
H (1.1873, 2.9509, -0.5291)
H (1.6867, 1.6778, -1.2837)
O (0.4886, 0.5465, -2.6855)
H (0.0718, -0.3180, -2.8175)
H (1.0352, 0.6635, -3.4676)

Output
Frontier orbital gap (eV): 10.716
SMILES string: O.O.O.O.O.O.O.O.O
E_HOMO (eV): -10.692
Total charge: 0
Multiplicity: 1

Record 8
Computed, not measured: a 9-piece molecular cluster, H18O9 overall, with wB97M-V/def2-TZVPD.

Atoms and positions in Å:
O (-14.4861, 5.9615, 1.8544)
H (-14.6975, 6.7116, 2.4077)
H (-13.6045, 5.6968, 2.1363)
O (-13.3839, 9.8671, 3.5067)
H (-13.3031, 10.2193, 2.6243)
H (-14.2419, 9.4715, 3.6185)
O (-12.7681, 10.2344, 6.2786)
H (-13.1336, 10.0657, 5.4152)
H (-13.3007, 10.8443, 6.7781)
O (-9.7472, 9.6299, 5.0153)
H (-10.3969, 9.0481, 4.6430)
H (-10.1944, 10.2823, 5.5776)
O (-11.4150, 8.0025, 3.4824)
H (-11.7652, 7.1855, 3.8835)
H (-12.1417, 8.6237, 3.4523)
O (-9.4260, 7.6708, 1.6161)
H (-9.2835, 8.3731, 0.9642)
H (-9.9385, 7.9500, 2.3491)
O (-10.1076, 7.0183, 6.3361)
H (-10.1243, 7.3280, 7.2672)
H (-9.3785, 7.4800, 5.9988)
O (-13.2919, 8.1330, 0.3513)
H (-13.2097, 7.6234, 1.1203)
H (-12.9919, 9.0044, 0.6455)
O (-12.6306, 5.6030, 4.2220)
H (-11.7447, 5.2394, 4.0659)
H (-13.0747, 4.7827, 4.4386)

Output
Frontier orbital gap (eV): 10.216
SMILES string: O.O.O.O.O.O.O.O.O
E_HOMO (eV): -10.538
Total charge: 0
Multiplicity: 1

Record 9
Computed, not measured: a 9-piece molecular cluster, H18O9 overall, with wB97M-V/def2-TZVPD.

Atoms and positions in Å:
O (2.5382, -1.2268, 0.1349)
H (2.5983, -1.0042, 1.0783)
H (2.4704, -2.1988, 0.0936)
O (-1.9315, 1.0590, 3.5032)
H (-2.6432, 0.9378, 2.8940)
H (-1.3255, 1.6484, 3.0870)
O (-0.7386, -1.3252, 2.9191)
H (-1.1696, -0.4515, 2.9999)
H (-0.4755, -1.3191, 2.0156)
O (0.0310, -0.1779, 0.1145)
H (0.1612, 0.4110, 0.8661)
H (0.8589, -0.6452, 0.0169)
O (0.3339, 1.7125, 2.1317)
H (-0.3352, 2.4089, 2.0353)
H (1.1296, 2.2359, 2.0031)
O (-1.5511, -0.9970, -3.1103)
H (-1.0606, -1.0362, -2.2493)
H (-1.5954, -1.8855, -3.4138)
O (1.7951, 1.6051, -1.4510)
H (1.4624, 0.7949, -1.9583)
H (1.9332, 2.2319, -2.1752)
O (1.3022, -0.4725, -2.9540)
H (2.1637, -0.4075, -3.3994)
H (1.1330, -1.4168, -2.7439)
O (-2.5357, 0.1553, -0.6815)
H (-2.9429, -0.6063, -1.0767)
H (-1.6061, -0.0300, -0.6800)

Output
Frontier orbital gap (eV): 10.287
SMILES string: O.O.O.O.O.O.O.O.O
E_HOMO (eV): -10.350
Total charge: 0
Multiplicity: 1

Record 10
Computed, not measured: a 9-piece molecular cluster, H18O9 overall, with wB97M-V/def2-TZVPD.

Atoms and positions in Å:
H (0.6180, 2.1134, 0.9017)
H (0.8882, 0.6642, 0.4809)
H (3.6385, 4.6862, 2.4739)
H (3.8138, 3.8021, 1.1235)
H (-0.4512, -0.8211, 1.7682)
H (0.2996, -1.4121, 0.5407)
H (-2.6902, -1.4379, 1.5145)
H (-1.8982, -1.7742, 0.3427)
H (-2.9585, -2.3194, -2.1505)
H (-1.8853, -1.5188, -1.3978)
H (-1.8423, 2.3701, 2.6855)
H (-3.0263, 1.4197, 2.7141)
H (0.2162, -0.0643, -1.6643)
H (-1.1813, 0.3453, -1.3196)
H (5.0059, -1.1348, -0.1604)
H (4.3758, -0.4174, -1.3189)
H (-1.0670, -2.7030, -3.9171)
H (-0.7920, -1.8438, -2.6479)
O (0.4240, 1.4574, 0.2078)
O (3.3633, 4.6372, 1.5449)
O (-0.3700, -1.5939, 1.1716)
O (-2.1700, -2.1282, 1.2532)
O (-2.6862, -2.0110, -1.2685)
O (-2.3759, 1.8250, 2.1248)
O (-0.3457, 0.7647, -1.5222)
O (4.4758, -0.4387, -0.3703)
O (-1.3788, -2.4669, -3.1105)

Output
Frontier orbital gap (eV): 8.126
SMILES string: O.O.O.O.O.O.O.O.O
E_HOMO (eV): -8.286
Total charge: 0
Multiplicity: 1

Record 11
Computed, not measured: a 9-piece molecular cluster, H18O9 overall, with wB97M-V/def2-TZVPD.

Atoms and positions in Å:
H (-0.7038, -0.1942, -0.2016)
H (-0.4947, 0.8982, -1.2374)
H (3.8665, 1.4932, 0.1112)
H (4.5755, 1.1242, 1.4039)
H (-3.4166, 2.0507, 1.6952)
H (-4.5354, 2.6742, 2.5135)
H (1.7300, -1.4515, 3.1068)
H (2.9702, -1.2184, 2.2597)
H (4.1647, -0.5337, -1.0468)
H (5.6584, -0.7390, -1.2382)
H (1.8500, 0.9184, -1.5897)
H (1.2050, 2.2909, -1.6903)
H (-1.9519, -0.8545, -2.0873)
H (-2.7327, 0.4466, -2.1745)
H (-0.2766, -1.7735, 1.0499)
H (-1.5710, -1.9393, 0.2707)
H (-4.8639, -0.9266, -0.0288)
H (-5.0697, -1.5383, -1.4048)
O (-0.0387, 0.1740, -0.7941)
O (4.4070, 1.8686, 0.8153)
O (-4.2041, 2.6001, 1.6114)
O (2.0937, -1.6182, 2.2299)
O (4.8622, -1.1894, -0.9348)
O (1.0184, 1.3530, -1.8103)
O (-2.0765, -0.0114, -1.6372)
O (-1.1986, -1.4927, 1.0394)
O (-4.9140, -1.7749, -0.4836)

Output
Frontier orbital gap (eV): 8.973
SMILES string: O.O.O.O.O.O.O.O.O
E_HOMO (eV): -8.867
Total charge: 0
Multiplicity: 1

Record 12
Computed, not measured: H18O9Xe as an isolated structure, with wB97M-V/def2-TZVPD.

Atoms and positions in Å:
Xe (0.2921, 0.7982, 0.0610)
O (-1.0236, -0.2874, -3.0417)
H (-1.4845, 0.3208, -3.6195)
H (-0.1071, -0.0155, -3.0890)
O (2.7205, -2.1453, 1.9950)
H (2.2982, -1.4096, 2.4385)
H (3.0738, -2.6824, 2.7043)
O (-2.1259, 3.5758, 0.8439)
H (-2.6267, 2.9796, 0.2871)
H (-1.8930, 4.3037, 0.2676)
O (-2.9971, 0.1188, -0.9570)
H (-2.2221, -0.1166, -1.4670)
H (-3.7323, -0.2221, -1.4665)
O (2.0687, 2.1023, 2.6990)
H (2.1155, 2.0841, 1.7431)
H (2.9598, 2.3115, 2.9790)
O (0.4465, -2.6042, -2.1729)
H (-0.0674, -3.3774, -2.4059)
H (-0.1166, -1.8643, -2.4001)
O (0.6165, -3.5074, 0.4564)
H (0.4803, -3.1579, -0.4243)
H (1.3787, -3.0328, 0.7878)
O (-3.4143, -1.3554, 1.4565)
H (-3.1884, -0.8203, 0.6957)
H (-2.5706, -1.6040, 1.8341)
O (2.7562, 3.0533, 0.1551)
H (3.6364, 2.7045, 0.0143)
H (2.7263, 3.8501, -0.3745)

Output
Frontier orbital gap (eV): 9.930
E_HOMO (eV): -10.140
Total charge: 0
Multiplicity: 1